1.
This record from the OMol25 dataset describes a molecular structure, C37H49BrMgN2P2S in a non-equilibrium geometry. The level of theory is ωB97M-V/def2-TZVPD.

Geometry as XYZ:
```
93
C37H49BrMgN2P2S, DFT ωB97M-V/def2-TZVPD
C 9.40 0.73 -0.26
C 8.45 1.13 -1.22
C 8.93 1.55 -2.48
C 10.32 1.61 -2.69
N 11.18 1.25 -1.75
C 10.76 0.82 -0.57
C 7.03 1.09 -0.92
C 5.82 1.01 -0.80
C 4.44 0.78 -0.78
C 4.00 -0.46 -0.30
C 2.69 -0.84 -0.57
C 1.92 0.01 -1.35
C 2.28 1.30 -1.69
C 3.58 1.72 -1.36
Mg 0.84 0.64 0.36
P 0.04 -1.67 -1.57
H 8.27 1.84 -3.30
H 9.11 0.35 0.72
H 10.74 1.96 -3.64
H 11.53 0.55 0.16
H 3.95 2.72 -1.62
H 4.70 -1.16 0.20
H 1.60 1.97 -2.23
H 2.35 -1.82 -0.23
C -1.76 -1.99 -1.92
C -2.12 -2.65 -3.24
H -2.23 -1.00 -1.88
H -2.16 -2.55 -1.06
H -3.21 -2.80 -3.28
H -1.87 -2.02 -4.10
H -1.64 -3.62 -3.38
C 0.71 -1.47 -3.28
C 1.87 -2.38 -3.64
H 1.07 -0.43 -3.31
H -0.10 -1.52 -4.01
H 2.33 -2.00 -4.56
H 2.65 -2.39 -2.87
H 1.56 -3.42 -3.83
C 0.55 -3.37 -0.98
C -0.04 -4.61 -1.65
H 0.30 -3.39 0.09
H 1.65 -3.43 -1.05
H 0.39 -5.50 -1.18
H -1.13 -4.66 -1.53
H 0.20 -4.66 -2.72
Br -1.10 1.03 -1.26
P -0.06 3.30 -4.78
C -0.28 1.48 -4.99
C -1.25 1.21 -6.15
H -0.65 1.07 -4.03
H 0.70 1.02 -5.20
H -1.12 0.20 -6.54
H -2.29 1.33 -5.82
H -1.07 1.92 -6.97
C -1.05 3.76 -3.31
C -1.57 5.20 -3.31
H -0.48 3.53 -2.40
H -1.90 3.06 -3.33
H -2.30 5.30 -2.50
H -0.77 5.92 -3.13
H -2.07 5.44 -4.24
C 1.71 3.43 -4.26
C 2.55 3.88 -5.46
H 2.07 2.46 -3.89
H 1.75 4.16 -3.44
H 3.53 4.23 -5.11
H 2.71 3.05 -6.16
H 2.05 4.70 -5.99
N 0.74 -0.43 2.17
S -0.03 -1.61 2.98
C 0.33 -1.16 4.68
C 0.64 0.15 5.00
C 0.86 0.53 6.34
C 0.76 -0.43 7.36
C 0.42 -1.75 7.04
C 0.20 -2.11 5.71
C -1.82 -1.38 3.00
C -2.64 -2.51 2.88
C -4.02 -2.38 3.05
C -4.57 -1.12 3.33
C -3.75 0.00 3.43
C -2.36 -0.12 3.24
H 1.66 -0.33 2.64
H 0.70 0.89 4.21
H 1.10 1.57 6.58
H 0.95 -0.14 8.40
H 0.32 -2.49 7.84
H -0.08 -3.13 5.45
H -2.19 -3.48 2.67
H -4.66 -3.25 2.97
H -5.65 -1.02 3.48
H -4.17 0.98 3.67
H -1.70 0.74 3.29
```

Values from the calculation:
Relative energy (zero: lowest compared OMol25 entry of this formula, charge and spin)   0.0 kcal per mole
Kohn-Sham gap   3.54 eV
Charge   +2
LUMO energy   -8.3 eV
Highest occupied orbital energy   -0.436 Eh



2.
This record from the OMol25 dataset describes 5 unconnected molecules or ions with the total composition C37H50N2O12S in a non-equilibrium geometry. The level of theory is ωB97M-V/def2-TZVPD.

Geometry as XYZ:
```
102
C37H50N2O12S, DFT ωB97M-V/def2-TZVPD
C -2.86 -0.28 -9.95
C -1.40 0.46 -10.11
C -0.67 0.86 -8.70
C -1.28 0.13 -7.36
C -0.16 0.26 -6.16
C -0.82 0.78 -4.72
C -1.43 -0.55 -3.97
C -1.15 -0.61 -2.34
C -0.56 0.63 -1.43
C -0.26 0.49 0.21
C 0.37 1.68 1.14
C -0.71 2.49 2.07
C -2.32 2.63 1.81
C -3.29 3.53 2.82
C -2.72 4.35 4.13
C -1.08 4.19 4.43
C -0.11 3.28 3.42
C 1.49 3.23 3.86
C -0.67 -0.98 0.86
N -0.49 -1.20 2.35
S -1.03 -2.89 2.47
N -1.51 -3.46 0.87
C -1.26 -2.24 0.00
C -1.49 -2.07 -1.62
H -3.44 -0.07 -10.97
H -3.54 0.14 -9.10
H -2.74 -1.46 -9.90
H -0.72 -0.23 -10.76
H -1.56 1.47 -10.71
H 0.46 0.49 -8.80
H -0.63 2.04 -8.63
H -1.44 -1.02 -7.56
H -2.27 0.65 -6.94
H 0.64 1.06 -6.53
H 0.43 -0.75 -6.04
H -1.63 1.62 -4.93
H 0.09 1.18 -4.09
H -2.57 -0.76 -4.21
H -0.85 -1.49 -4.42
H -0.32 1.67 -1.95
H 1.29 1.24 1.77
H 0.87 2.46 0.39
H -2.81 2.10 0.88
H -4.43 3.56 2.56
H -3.36 5.02 4.85
H -0.65 4.76 5.36
H 1.53 3.46 5.02
H 2.16 3.95 3.21
H 1.85 2.10 3.72
H -1.88 -2.97 -2.29
C -0.91 -0.77 5.65
C -0.42 0.35 6.55
C 1.07 0.36 6.72
O 1.24 0.94 8.00
C 0.10 0.67 8.70
O -0.03 0.84 9.90
O -0.88 0.17 7.88
H -0.75 -1.75 6.11
H -2.00 -0.68 5.51
H -0.43 -0.74 4.68
H -0.79 1.32 6.19
H 1.57 0.97 5.95
H 1.52 -0.64 6.72
C 1.10 -5.59 -4.86
C 1.25 -4.97 -6.23
C 2.68 -4.82 -6.67
O 2.62 -3.70 -7.54
C 1.55 -2.95 -7.14
O 1.31 -1.82 -7.53
O 0.78 -3.64 -6.24
H 1.48 -4.92 -4.08
H 0.04 -5.75 -4.63
H 1.62 -6.55 -4.79
H 0.67 -5.54 -6.97
H 3.04 -5.70 -7.20
H 3.36 -4.59 -5.84
C 1.30 8.84 4.56
C 1.20 8.19 3.19
C 1.08 6.70 3.25
O 1.67 6.29 2.03
C 2.57 7.26 1.68
O 3.40 7.16 0.80
O 2.41 8.37 2.47
H 2.23 8.58 5.06
H 1.30 9.93 4.45
H 0.45 8.56 5.19
H 0.39 8.64 2.61
H 0.04 6.37 3.30
H 1.64 6.25 4.08
C 1.75 -7.24 3.71
C 1.28 -6.46 4.92
C 0.50 -7.28 5.90
O -0.35 -6.33 6.50
C -0.52 -5.32 5.59
O -1.34 -4.43 5.69
O 0.36 -5.45 4.55
H 0.90 -7.55 3.09
H 2.39 -6.61 3.08
H 2.32 -8.12 4.00
H 2.14 -5.97 5.41
H 1.13 -7.76 6.65
H -0.12 -8.05 5.42
```

Values from the calculation:
SMILES   CCCCCCCc1cc(Cc2ccccc2C)c2nsnc2c1.C[C@@H]1COC(=O)O1.C[C@@H]1COC(=O)O1.C[C@@H]1COC(=O)O1.C[C@@H]1COC(=O)O1
Kohn-Sham gap   6.71 eV
Charge   0
LUMO energy   -1.5 eV
Highest occupied orbital energy   -0.300 Eh



3.
This record from the OMol25 dataset describes a molecular structure, C37H51BN10S4SiV. The level of theory is ωB97M-V/def2-TZVPD.

Geometry as XYZ:
```
105
C37H51BN10S4SiV, DFT ωB97M-V/def2-TZVPD
V -0.35 -1.82 -1.50
C 1.02 -2.56 3.80
C 1.29 -1.35 2.97
C 2.15 -0.36 3.33
C 2.36 0.76 2.47
N 1.73 0.86 1.34
N 0.90 -0.12 0.98
B 0.03 0.07 -0.29
N -1.28 0.76 0.16
N -1.31 1.40 1.33
C -2.35 2.13 1.61
C -3.43 2.26 0.70
C -3.39 1.62 -0.50
C -4.47 1.72 -1.53
C -2.25 0.81 -0.77
S -2.01 -0.08 -2.18
C -2.37 2.83 2.96
C -2.54 4.34 2.73
C -3.54 2.30 3.79
C -1.06 2.60 3.71
N 0.81 1.07 -1.19
N 0.49 2.35 -1.18
C 1.24 3.19 -1.84
C 2.38 2.75 -2.54
C 2.73 1.43 -2.53
C 3.91 0.88 -3.26
C 1.88 0.55 -1.81
S 2.09 -1.14 -1.70
C 0.83 4.66 -1.82
C 2.00 5.49 -1.27
C -0.39 4.87 -0.93
C 0.51 5.10 -3.25
C 0.65 -1.21 1.70
S -0.41 -2.34 1.01
C 3.34 1.86 2.84
C 4.75 1.27 2.86
C 3.28 2.99 1.81
C 2.99 2.43 4.22
H 1.57 -2.53 4.73
H 1.28 -3.46 3.24
H -0.05 -2.63 4.01
H 2.68 -0.42 4.27
H -4.28 2.87 0.96
H -5.28 2.37 -1.19
H -4.88 0.73 -1.74
H -4.07 2.10 -2.47
H -3.48 4.57 2.23
H -1.73 4.74 2.13
H -2.55 4.86 3.69
H -4.50 2.47 3.30
H -3.57 2.79 4.76
H -3.43 1.22 3.96
H -0.21 2.96 3.12
H -0.90 1.53 3.90
H -1.08 3.12 4.66
H 2.98 3.46 -3.09
H 4.47 1.68 -3.76
H 3.59 0.15 -4.00
H 4.57 0.35 -2.57
H 2.26 5.18 -0.26
H 1.72 6.54 -1.25
H 2.89 5.40 -1.89
H -0.19 4.55 0.09
H -1.25 4.30 -1.29
H -0.65 5.93 -0.92
H 1.37 4.99 -3.91
H 0.21 6.15 -3.26
H -0.31 4.51 -3.66
H 5.02 0.86 1.89
H 4.83 0.47 3.60
H 5.48 2.04 3.12
H 3.54 2.63 0.81
H 3.98 3.78 2.09
H 2.28 3.42 1.75
H 3.05 1.67 5.00
H 1.98 2.84 4.23
H 3.69 3.22 4.48
C -4.01 -6.04 -0.58
Si -2.48 -6.95 -1.16
C -2.78 -7.69 -2.86
C -2.11 -8.32 0.07
C -0.91 -5.89 -1.29
C 0.31 -6.55 -1.36
C 1.51 -5.87 -1.49
C 1.47 -4.49 -1.55
N 0.32 -3.83 -1.49
C -0.85 -4.49 -1.38
S -2.17 -3.36 -1.36
H -4.81 -6.76 -0.42
H -4.35 -5.31 -1.31
H -3.84 -5.51 0.36
H -3.65 -8.35 -2.85
H -1.92 -8.27 -3.20
H -2.97 -6.90 -3.60
H -2.97 -8.98 0.17
H -1.89 -7.90 1.06
H -1.26 -8.93 -0.23
H 0.33 -7.64 -1.31
H 2.46 -6.39 -1.55
H 2.37 -3.89 -1.65
N 0.66 -0.23 -7.33
C 0.41 -1.12 -6.64
N 0.14 -2.20 -5.91
C -0.06 -2.02 -4.66
N -0.23 -1.92 -3.51
```

Values from the calculation:
Relative energy (zero: lowest compared OMol25 entry of this formula, charge and spin)   0.3 kcal per mole
Kohn-Sham gap (alpha / beta)   7.07 / 7.00 eV
Charge   0
Spin multiplicity   2
LUMO energy (alpha / beta)   -0.4 / -0.3 eV
Expectation value of S²   0.82
Highest occupied orbital energy (alpha / beta)   -0.276 / -0.269 Eh



4.
This record from the OMol25 dataset describes 3 unconnected molecules or ions with the total composition C37H51Cl2N4O18P2 in a non-equilibrium geometry. The level of theory is ωB97M-V/def2-TZVPD.

Geometry as XYZ:
```
114
C37H51Cl2N4O18P2, DFT ωB97M-V/def2-TZVPD
C 1.41 3.00 2.66
C 2.97 2.53 2.42
C 3.24 0.94 2.84
O 4.25 0.64 3.65
O 2.29 -0.06 2.26
C 1.44 -0.58 3.35
C 0.77 -2.06 3.03
N 0.91 -2.51 1.60
C 1.46 -3.91 1.67
N 2.85 -4.10 1.56
P 4.04 -2.79 1.32
C 5.24 -3.34 -0.12
O 4.97 -2.52 2.80
P 3.43 -5.82 1.65
O 3.21 -6.49 0.03
Cl 5.47 -5.86 2.24
N 0.64 -5.17 1.78
C -0.81 -4.91 2.07
Cl -1.89 -6.40 1.73
C -1.47 -3.65 1.20
C -2.85 -3.25 1.97
C -4.16 -3.44 0.95
C -5.25 -2.23 1.14
C -6.17 -1.92 -0.18
C -6.47 -0.30 -0.42
O -6.47 0.49 0.83
C -6.01 1.87 0.62
C -5.41 2.70 1.94
O -6.07 2.56 -0.53
C -0.43 -2.46 0.83
C -0.97 -0.93 0.97
C -2.14 -0.44 -0.06
O -2.49 0.87 0.05
O -2.92 -1.22 -1.01
C -3.04 -0.60 -2.33
C -1.98 0.40 -3.07
O -4.15 -0.94 -3.05
C 0.06 -2.73 -0.75
C 1.26 -1.69 -1.23
O 2.56 -1.92 -0.92
N 1.02 -0.45 -2.09
C 1.40 0.82 -1.36
C 2.05 -0.56 -3.22
H 0.64 2.24 2.17
H 1.27 4.01 2.06
H 1.20 3.15 3.82
H 3.22 2.65 1.28
H 3.65 3.23 3.09
H 2.08 -0.64 4.35
H 0.59 0.22 3.56
H 1.36 -2.83 3.72
H -0.36 -2.12 3.42
H 4.81 -4.25 -0.71
H 6.30 -3.64 0.27
H 5.39 -2.47 -0.92
H 5.79 -2.04 2.46
H 2.34 -7.03 0.05
H 0.98 -5.73 2.62
H -0.98 -4.64 3.22
H -1.80 -4.15 0.17
H -3.04 -4.06 2.82
H -2.86 -2.22 2.52
H -4.68 -4.47 1.22
H -3.85 -3.52 -0.18
H -5.98 -2.57 2.00
H -4.63 -1.26 1.42
H -5.61 -2.39 -1.11
H -7.24 -2.43 -0.14
H -7.51 -0.18 -0.96
H -5.65 0.07 -1.17
H -4.28 2.41 2.14
H -6.09 2.43 2.85
H -5.45 3.87 1.75
H -1.37 -0.63 2.05
H -0.03 -0.21 0.79
H -1.58 1.26 -2.36
H -2.61 0.97 -3.91
H -1.10 -0.12 -3.63
H -0.81 -2.61 -1.53
H 0.46 -3.84 -0.90
H 0.40 1.30 -0.94
H 1.93 1.54 -2.11
H 2.05 0.58 -0.40
H 1.73 0.19 -4.10
H 2.11 -1.64 -3.67
H 3.12 -0.18 -2.86
C 6.95 0.36 -4.31
C 6.34 -0.18 -3.25
C 6.93 -0.09 -1.89
O 6.34 -0.58 -0.93
C 8.23 0.59 -1.74
C 8.84 1.13 -2.80
C 8.24 1.06 -4.16
O 8.81 1.58 -5.11
O 10.06 1.77 -2.67
O 5.14 -0.85 -3.39
H 6.53 0.30 -5.31
H 8.65 0.64 -0.75
H 10.29 2.07 -3.57
H 4.90 -1.14 -2.48
C -5.15 7.13 -2.11
C -5.10 6.11 -1.24
C -4.67 6.31 0.17
O -4.65 5.36 0.94
C -4.27 7.66 0.58
C -4.31 8.68 -0.28
C -4.77 8.48 -1.69
O -4.82 9.44 -2.45
O -3.93 9.95 0.10
O -5.46 4.83 -1.63
H -5.47 6.99 -3.13
H -3.94 7.79 1.60
H -4.06 10.51 -0.70
H -5.34 4.27 -0.83
```

Values from the calculation:
Kohn-Sham gap   6.23 eV
Charge   +1
LUMO energy   -4.6 eV
Highest occupied orbital energy   -0.397 Eh